{
  "formula": "C10H15N2O4S2",
  "method": "wB97M-V/def2-TZVPD",
  "symbols": ["H", "H", "H", "H", "C", "H", "H", "C", "O", "C", "H", "H", "C", "H", "N", "S", "H", "H", "H", "C", "H", "S", "C", "O", "C", "O", "C", "C", "O", "H", "N", "H", "C"],
  "xyz": [[4.179, 2.553, -0.198], [-2.708, -0.529, -2.822], [-2.239, -1.837, 1.042], [0.779, -2.110, 0.518], [1.262, 4.002, 0.724], [-1.879, 0.512, -1.633], [0.034, -4.252, 0.073], [-2.488, -0.379, -1.771], [-3.177, 1.273, 0.339], [0.849, 1.956, -0.464], [-0.694, 3.217, 0.319], [0.069, -2.032, 2.122], [-1.295, -1.581, 0.577], [0.164, 1.231, -0.875], [2.731, 0.615, -1.323], [-1.475, -1.826, -1.212], [-1.138, -0.519, 0.743], [3.320, 4.540, 0.986], [0.887, 4.875, 1.240], [3.115, 2.701, -0.085], [0.446, -4.311, 1.757], [-1.933, -4.451, 1.466], [2.216, 1.788, -0.602], [3.928, 0.486, -1.407], [2.629, 3.815, 0.581], [1.920, -0.174, -1.802], [0.371, 3.070, 0.205], [-0.261, -3.891, 1.054], [-3.629, -0.403, -0.985], [-1.654, -5.296, 2.465], [-3.976, 0.895, -0.399], [-0.249, -1.576, -1.735], [-0.104, -2.363, 1.102]],
  "forces_ev_per_a": [[-0.009, -0.087, -0.068], [-0.029, -0.179, -0.130], [-0.200, -0.365, -0.184], [0.213, 0.208, 0.059], [0.018, 0.013, 0.008], [0.012, 0.181, 0.077], [-0.160, -0.177, -0.167], [0.486, -0.012, 0.384], [-0.028, -0.015, -0.511], [-0.182, -0.003, 0.034], [-0.006, 0.006, -0.001], [-0.078, 0.067, 0.149], [0.702, 0.966, -0.043], [0.098, -0.058, -0.081], [0.188, -0.162, -0.061], [-0.554, -0.853, -0.255], [0.046, 0.186, -0.091], [0.024, -0.002, 0.000], [-0.003, 0.005, 0.008], [0.190, 0.070, 0.033], [0.079, -0.186, 0.088], [-0.238, -0.084, -0.048], [-0.086, 0.096, 0.035], [-0.194, -0.005, -0.012], [-0.120, -0.007, 0.004], [-0.191, 0.033, 0.163], [0.050, 0.007, 0.017], [0.207, 0.259, 0.164], [0.056, -0.715, -0.856], [0.154, 0.060, -0.016], [-0.270, 0.861, 1.115], [0.003, 0.433, 0.337], [-0.178, -0.538, -0.155]],
  "nbo_charge": [0.259, 0.241, 0.283, 0.227, -0.167, 0.215, 0.216, -0.178, -0.193, -0.230, 0.220, 0.250, -0.525, 0.204, 0.525, 0.591, 0.251, 0.237, 0.233, -0.197, 0.255, -0.055, 0.080, -0.320, -0.191, -0.449, -0.200, -0.537, -0.453, 0.164, 0.467, 0.204, -0.426],
  "total_charge": 1,
  "lumo_energy_ev": -4.50,
  "energy_ha": -1596.40537,
  "homo_energy_ha": -0.456
}


{
  "formula": "C7H10",
  "method": "wB97M-V/def2-TZVPD",
  "symbols": ["C", "C", "H", "C", "H", "C", "C", "H", "H", "H", "H", "H", "C", "H", "C", "H", "H"],
  "xyz": [[1.488, -0.887, 0.354], [-0.478, -0.139, -0.107], [-2.453, -0.957, -0.743], [-1.325, 0.978, -0.641], [2.496, -0.379, 0.308], [0.443, -0.061, 1.104], [1.560, 0.802, 0.764], [-2.429, -0.170, 0.910], [0.220, -1.985, -1.080], [0.968, -0.544, -1.807], [2.275, 1.012, 1.566], [1.490, 1.544, -0.027], [0.563, -0.960, -0.877], [-1.366, 1.105, -1.721], [-1.962, -0.262, -0.067], [-1.380, 1.904, -0.074], [0.147, -0.198, 2.139]],
  "forces_ev_per_a": [[0.588, 1.067, -0.400], [-0.082, -0.048, 0.078], [0.078, 0.099, 0.073], [0.061, 0.147, -0.018], [0.498, -1.902, 0.166], [-0.263, 0.458, 0.357], [-0.623, 0.715, 0.071], [0.043, -0.054, -0.170], [0.225, 0.211, 0.167], [-0.223, 0.081, 0.058], [-0.132, -0.186, -0.444], [-0.131, -0.152, 0.060], [0.159, 0.063, -0.165], [0.062, -0.039, 0.227], [-0.125, -0.208, 0.067], [-0.022, -0.168, -0.061], [-0.114, -0.085, -0.066]],
  "nbo_charge": [-0.296, -0.056, 0.215, -0.418, 0.281, -0.238, -0.380, 0.215, 0.216, 0.200, 0.222, 0.218, -0.417, 0.215, -0.407, 0.214, 0.216],
  "smiles": "C1[C@@H]2CC3(CC3)[C@H]12",
  "lumo_energy_ev": 1.12,
  "energy_ha": -272.54634,
  "homo_energy_ha": -0.299
}